C70H74ClN12O3PS3SbTi as an isolated structure, computed with ωB97M-V/def2-TZVPD.

Summary:
Orbital gap in eV: 4.219
LUMO energy in eV: 1.01
M in u: 1463.70
F_max in eV Å⁻¹: 2.6
Net charge: -1
Spin multiplicity: 1

Last column: Löwdin charge in e.
Element x y z (Å)
Ti1 0.633 -0.210 -0.296  0.360
C1 -3.920 -5.530 -6.834  -0.085
O1 -3.936 -4.802 -5.620  -0.115
C2 -3.969 -3.435 -5.712  -0.278
C3 -3.793 -2.728 -6.894  -0.013
C4 -3.896 -1.341 -6.879  -0.031
C5 -4.115 -0.644 -5.703  -0.283
C6 -4.292 -1.362 -4.519  -0.023
C7 -4.227 -2.742 -4.525  -0.002
N1 -4.385 0.782 -5.837  0.067
N2 -4.023 1.696 -5.008  0.089
C8 -3.095 1.502 -3.926  -0.243
C9 -3.412 2.120 -2.743  -0.006
C10 -2.618 1.993 -1.586  0.016
C11 -1.438 1.282 -1.646  -0.323
O2 -0.663 1.087 -0.595  -0.348
C12 -1.007 0.783 -2.924  -0.158
N3 0.263 0.323 -2.945  0.099
C13 0.778 -0.037 -4.092  -0.128
C14 0.060 0.037 -5.303  -0.032
C15 -1.233 0.485 -5.288  -0.003
C16 -1.826 0.877 -4.064  -0.104
H1 -4.034 -6.578 -6.566  0.092
H2 -2.975 -5.395 -7.368  0.096
H3 -4.749 -5.227 -7.478  0.097
H4 -3.604 -3.236 -7.831  0.105
H5 -3.807 -0.783 -7.803  0.117
H6 -4.519 -0.837 -3.600  0.108
H7 -4.402 -3.311 -3.621  0.099
H8 -4.324 2.704 -2.710  0.116
H9 -2.886 2.488 -0.662  0.091
H10 1.815 -0.366 -4.077  0.116
H11 0.544 -0.234 -6.232  0.104
H12 -1.783 0.578 -6.218  0.108
C17 2.409 -2.794 3.528  -0.130
C18 1.751 -1.780 2.629  -0.751
S1 1.600 -2.185 0.931  0.659
C19 1.272 -0.609 3.069  -0.727
C20 1.328 -0.162 4.506  -0.113
S2 0.458 0.495 1.987  0.637
H13 2.800 -3.628 2.947  0.050
H14 1.710 -3.198 4.266  0.077
H15 3.244 -2.352 4.078  0.072
H16 2.206 -0.566 5.014  0.070
H17 0.443 -0.494 5.060  0.079
H18 1.373 0.925 4.570  0.045
S3 2.617 1.003 -0.686  0.102
Sb1 1.672 3.220 -0.138  1.205
C21 2.401 3.444 2.153  -0.357
C22 3.123 2.577 2.981  -0.161
C23 3.312 2.829 4.333  -0.132
C24 2.777 3.976 4.912  -0.128
C25 2.050 4.854 4.122  -0.133
C26 1.872 4.575 2.769  -0.206
C27 3.463 4.258 -0.796  -0.381
C28 3.899 4.079 -2.109  -0.154
C29 5.023 4.734 -2.592  -0.105
C30 5.733 5.597 -1.767  -0.120
C31 5.311 5.788 -0.460  -0.109
C32 4.192 5.117 0.021  -0.126
C33 0.680 3.899 -2.391  -0.284
C34 -0.323 4.836 -2.151  -0.197
C35 -1.173 5.325 -3.138  -0.130
C36 -1.047 4.869 -4.442  -0.134
C37 -0.050 3.944 -4.736  -0.129
C38 0.789 3.485 -3.726  -0.172
H19 3.540 1.667 2.558  0.086
H20 3.876 2.135 4.945  0.091
H21 2.921 4.178 5.967  0.085
H22 1.625 5.749 4.561  0.087
H23 1.279 5.271 2.174  0.076
H24 3.350 3.416 -2.770  0.063
H25 5.340 4.576 -3.616  0.092
H26 6.608 6.115 -2.141  0.088
H27 5.859 6.454 0.196  0.091
H28 3.892 5.266 1.050  0.078
H29 -0.469 5.188 -1.128  0.060
H30 -1.938 6.054 -2.896  0.085
H31 -1.711 5.229 -5.218  0.085
H32 0.067 3.590 -5.754  0.085
H33 1.562 2.773 -4.000  0.069
C39 -3.456 4.195 4.592  -0.207
N4 -2.698 2.972 4.837  -0.151
C40 -3.585 1.835 4.615  -0.205
N5 -4.217 1.804 3.295  -0.153
C41 -4.916 3.074 3.100  -0.213
N6 -4.089 4.263 3.276  -0.159
C42 -3.069 4.344 2.223  -0.349
P1 -1.882 2.908 2.143  0.994
C43 -1.516 2.893 3.968  -0.333
C44 -3.205 1.591 2.253  -0.349
H34 -2.788 5.053 4.704  0.123
H35 -4.243 4.264 5.349  0.119
H36 -4.381 1.877 5.365  0.119
H37 -3.020 0.911 4.756  0.124
H38 -5.735 3.120 3.823  0.118
H39 -5.341 3.090 2.093  0.120
H40 -2.482 5.257 2.368  0.080
H41 -3.568 4.449 1.254  0.075
H42 -0.832 3.713 4.196  0.078
H43 -0.980 1.967 4.189  0.058
H44 -2.691 0.646 2.454  0.060
H45 -3.705 1.480 1.285  0.069
N7 -1.425 -9.550 -5.213  0.152
C45 -0.977 -8.575 -4.802  -0.182
C46 -0.428 -7.343 -4.298  -0.224
C47 -1.251 -6.228 -4.162  -0.015
C48 -0.733 -5.040 -3.689  0.009
C49 0.606 -4.967 -3.325  -0.161
C50 1.434 -6.077 -3.459  0.010
C51 0.918 -7.263 -3.950  -0.012
N8 1.110 -3.764 -2.788  0.011
C52 2.433 -3.350 -2.697  -0.017
C53 2.419 -2.179 -2.015  -0.168
N9 1.113 -1.870 -1.678  -0.135
C54 0.373 -2.831 -2.148  -0.141
H46 -2.297 -6.286 -4.426  0.106
H47 -1.380 -4.173 -3.623  0.110
H48 2.468 -6.034 -3.150  0.114
H49 1.555 -8.130 -4.049  0.123
H50 3.245 -3.898 -3.136  0.120
H51 3.230 -1.534 -1.730  0.079
H52 -0.698 -2.888 -2.055  0.118
C55 -7.381 -5.376 0.607  -0.049
C56 -6.883 -3.934 0.444  -0.517
C57 -7.314 -3.154 1.696  -0.044
C58 -7.577 -3.310 -0.773  -0.045
C59 -5.309 -3.932 0.308  -0.426
O3 -4.807 -4.416 1.543  0.000
C60 -4.858 -4.884 -0.812  -0.102
C61 -3.349 -5.044 -1.038  -0.125
C62 -2.581 -5.801 0.021  -0.214
C63 -1.478 -5.236 0.647  -0.031
C64 -0.723 -5.939 1.578  -0.083
C65 -1.087 -7.237 1.880  -0.668
Cl1 -0.160 -8.143 3.044  0.644
C66 -2.181 -7.834 1.271  -0.103
C67 -2.920 -7.112 0.349  -0.031
C68 -4.876 -2.471 0.032  -0.028
N10 -3.467 -2.179 0.241  -0.086
C69 -2.586 -1.611 -0.582  -0.125
N11 -1.427 -1.458 0.033  0.041
C70 -1.656 -1.960 1.277  -0.221
N12 -2.886 -2.386 1.447  0.137
H53 -8.426 -5.365 0.920  0.084
H54 -6.804 -5.905 1.367  0.094
H55 -7.330 -5.939 -0.326  0.080
H56 -8.374 -3.337 1.881  0.084
H57 -7.199 -2.074 1.587  0.078
H58 -6.752 -3.473 2.571  0.090
H59 -8.659 -3.398 -0.649  0.090
H60 -7.320 -3.809 -1.709  0.079
H61 -7.358 -2.246 -0.877  0.081
H62 -4.051 -3.883 1.840  0.071
H63 -5.317 -4.571 -1.753  0.104
H64 -5.263 -5.872 -0.593  0.103
H65 -2.871 -4.077 -1.198  0.086
H66 -3.236 -5.584 -1.984  0.109
H67 -1.189 -4.215 0.431  0.083
H68 0.125 -5.465 2.055  0.107
H69 -2.447 -8.852 1.520  0.102
H70 -3.770 -7.588 -0.126  0.116
H71 -5.437 -1.793 0.672  0.128
H72 -5.089 -2.204 -1.004  0.130
H73 -2.821 -1.301 -1.591  0.140
H74 -0.906 -1.975 2.050  0.084

---

C70H75ClMoN6O2P2S as an isolated structure, computed with ωB97M-V/def2-TZVPD.

Summary:
Orbital gap (spin up / spin down) in eV: 6.995 / 6.504
⟨S²⟩: 2.22
LUMO energy (spin up / spin down) in eV: -4.72 / -5.21
M in u: 1257.82
F_max in eV Å⁻¹: 2.2
Net charge: +2
Spin multiplicity: 3

Last column: Löwdin charge in e.
Element x y z (Å)
Mo1 0.510 0.393 1.553  1.268
C1 -2.584 0.531 -7.546  -0.006
C2 -3.213 -0.133 -6.307  -0.431
C3 -4.600 -0.705 -6.659  -0.012
C4 -3.371 0.911 -5.215  -0.092
C5 -4.211 1.999 -5.421  -0.014
C6 -4.357 2.993 -4.475  -0.052
C7 -3.665 2.912 -3.281  -0.087
C8 -2.826 1.835 -3.021  -0.263
P1 -1.727 1.800 -1.520  1.095
C9 -0.434 2.852 -2.313  -0.387
C10 0.650 2.172 -2.872  -0.130
C11 1.634 2.863 -3.567  -0.072
C12 1.540 4.241 -3.711  -0.068
C13 0.460 4.921 -3.166  -0.060
C14 -0.527 4.232 -2.472  -0.084
C15 -2.683 2.901 -0.399  -0.450
C16 -2.149 3.925 0.377  -0.131
C17 -2.917 4.581 1.333  -0.072
C18 -4.243 4.228 1.520  -0.072
C19 -4.797 3.214 0.745  -0.074
C20 -4.022 2.549 -0.190  -0.145
C21 -2.678 0.846 -4.009  -0.179
O1 -1.796 -0.173 -3.722  -0.048
C22 -1.671 -1.232 -4.605  -0.184
C23 -0.876 -2.298 -4.159  -0.269
C24 -0.766 -3.425 -4.962  -0.085
C25 -1.380 -3.464 -6.203  -0.052
C26 -2.132 -2.388 -6.630  -0.012
C27 -2.313 -1.260 -5.835  -0.093
P2 -0.281 -2.189 -2.409  1.130
C28 1.096 -3.409 -2.321  -0.398
C29 1.354 -4.065 -1.116  -0.110
C30 2.447 -4.909 -0.976  -0.081
C31 3.311 -5.111 -2.044  -0.082
C32 3.088 -4.438 -3.238  -0.075
C33 2.003 -3.580 -3.369  -0.124
C34 -1.746 -3.148 -1.798  -0.376
C35 -1.825 -4.540 -1.820  -0.089
C36 -3.013 -5.182 -1.494  -0.072
C37 -4.140 -4.443 -1.158  -0.081
C38 -4.072 -3.055 -1.138  -0.076
C39 -2.881 -2.412 -1.452  -0.124
H1 -3.212 1.347 -7.907  0.087
H2 -2.464 -0.193 -8.355  0.089
H3 -1.601 0.939 -7.302  0.100
H4 -5.261 0.076 -7.038  0.084
H5 -5.062 -1.148 -5.774  0.102
H6 -4.524 -1.476 -7.425  0.082
H7 -4.757 2.076 -6.354  0.119
H8 -5.001 3.840 -4.676  0.114
H9 -3.782 3.698 -2.548  0.106
H10 0.700 1.088 -2.784  0.078
H11 2.467 2.326 -4.004  0.105
H12 2.297 4.782 -4.266  0.111
H13 0.379 5.994 -3.291  0.113
H14 -1.375 4.772 -2.067  0.104
H15 -1.133 4.270 0.227  0.074
H16 -2.478 5.375 1.925  0.111
H17 -4.849 4.747 2.252  0.110
H18 -5.840 2.947 0.867  0.110
H19 -4.457 1.746 -0.774  0.109
H20 -0.210 -4.286 -4.621  0.104
H21 -1.292 -4.346 -6.824  0.114
H22 -2.609 -2.432 -7.602  0.119
H23 0.674 -3.931 -0.281  0.080
H24 2.617 -5.420 -0.034  0.105
H25 4.148 -5.792 -1.952  0.110
H26 3.761 -4.580 -4.075  0.114
H27 1.863 -3.039 -4.296  0.110
H28 -0.961 -5.128 -2.102  0.106
H29 -3.062 -6.264 -1.516  0.111
H30 -5.072 -4.944 -0.926  0.108
H31 -4.951 -2.472 -0.889  0.106
H32 -2.835 -1.326 -1.449  0.085
C40 3.343 -0.771 -1.799  -0.009
N1 4.002 -1.166 -0.559  -0.044
C41 5.262 -1.896 -0.695  -0.126
C42 5.539 -2.670 0.575  -0.137
C43 5.529 -1.692 1.726  -0.141
N2 4.279 -0.932 1.746  -0.061
C44 4.161 -0.029 2.885  -0.026
C45 3.539 -0.736 0.627  -0.440
O2 2.419 -0.140 0.652  -0.174
H33 3.364 -1.604 -2.496  0.075
H34 3.859 0.082 -2.251  0.103
H35 2.309 -0.505 -1.609  0.055
H36 6.080 -1.201 -0.908  0.138
H37 5.160 -2.568 -1.545  0.121
H38 6.507 -3.164 0.513  0.130
H39 4.770 -3.432 0.719  0.117
H40 6.377 -1.004 1.645  0.137
H41 5.614 -2.206 2.684  0.133
H42 4.131 -0.592 3.821  0.102
H43 5.032 0.633 2.919  0.108
H44 3.271 0.574 2.794  0.044
S1 -1.953 0.702 1.990  0.696
C46 -2.514 -0.249 3.327  -0.707
N3 -3.830 -0.410 3.426  0.036
C47 -4.465 -1.128 4.532  -0.138
C48 -3.536 -2.235 4.995  -0.148
C49 -2.181 -1.641 5.340  -0.140
N4 -1.721 -0.804 4.230  0.053
H45 -4.401 0.021 2.718  0.132
H46 -5.409 -1.538 4.181  0.131
H47 -4.676 -0.438 5.352  0.133
H48 -3.421 -2.971 4.195  0.119
H49 -3.950 -2.742 5.864  0.129
H50 -1.443 -2.427 5.502  0.126
H51 -2.245 -1.051 6.258  0.128
H52 -0.758 -0.509 4.187  0.076
C50 -0.502 2.439 4.730  -0.050
C51 0.926 1.994 4.340  -0.525
C52 1.539 3.206 3.618  -0.057
C53 0.950 0.759 3.422  -0.199
C54 1.731 1.627 5.594  -0.198
C55 3.072 1.983 5.728  -0.040
C56 3.817 1.576 6.829  -0.066
C57 3.237 0.798 7.819  -0.077
C58 1.905 0.426 7.695  -0.068
C59 1.166 0.833 6.594  -0.044
H53 -0.425 3.326 5.363  0.105
H54 -1.077 2.699 3.842  0.049
H55 -1.057 1.684 5.285  0.061
H56 0.834 3.562 2.867  0.065
H57 2.480 2.972 3.120  0.073
H58 1.706 4.014 4.333  0.109
H59 1.452 -0.073 3.939  0.049
H60 3.552 2.591 4.970  0.107
H61 4.857 1.868 6.906  0.110
H62 3.812 0.490 8.683  0.110
H63 1.440 -0.186 8.459  0.108
H64 0.128 0.525 6.525  0.094
Cl1 1.924 -4.589 3.862  0.742
C60 0.779 -3.724 2.911  -0.645
C61 -0.383 -4.330 2.459  -0.047
C62 -1.224 -3.581 1.654  -0.028
C63 -0.908 -2.267 1.373  -0.162
N5 0.175 -1.656 1.884  -0.113
C64 1.023 -2.402 2.610  -0.151
H65 -0.605 -5.359 2.710  0.128
H66 -2.116 -4.012 1.222  0.118
H67 -1.535 -1.673 0.733  0.061
H68 1.917 -1.913 2.979  0.098
N6 1.158 2.317 0.490  0.007
C65 2.265 3.253 0.457  -0.295
C66 2.050 4.602 0.686  -0.048
C67 3.104 5.500 0.597  -0.055
C68 4.378 5.056 0.276  -0.068
C69 4.590 3.704 0.044  -0.062
C70 3.539 2.804 0.135  -0.030
H69 1.227 1.782 -0.376  0.059
H70 0.291 2.839 0.433  0.045
H71 1.057 4.975 0.915  0.110
H72 2.919 6.552 0.773  0.115
H73 5.195 5.760 0.189  0.112
H74 5.579 3.347 -0.217  0.110
H75 3.699 1.755 -0.071  0.091

---

These records have energy above the lowest of the compared OMol25 structures with the same formula, charge and spin values of 67.9, 0.0 kcal/mol, in the order they appear.